1.
# C18H45N15O10

A cluster of 8 separate species, C18H45N15O10 in total at a distorted geometry (ωB97M-V with the def2-TZVPD basis set, the OMol25 dataset).

For the HOMO-LUMO gap, the calculation gives 8.5 eV. Its SMILES is CNCC1=C(CCC(C)C)C(=O)OC1=O.NC(N)=O.NC(N)=O.NC(N)=O.NC(N)=O.NC(N)=O.NC(N)=O.NC(N)=O. The value obtained for the LUMO energy is -0.08 eV. The total energy comes out at -2286.9255 hartree. The calculation puts the HOMO energy at -8.54 eV.

Element x y z (Å)
C1 -1.13 3.09 -3.77
N1 -1.51 2.11 -2.75
C2 -0.84 2.35 -1.45
C3 -0.07 1.16 -1.02
C4 1.17 0.79 -1.36
C5 2.11 1.52 -2.24
C6 2.98 0.68 -3.19
C7 2.30 0.25 -4.48
C8 3.14 -0.89 -5.07
C9 0.88 -0.29 -4.29
C10 1.44 -0.53 -0.73
O1 2.43 -1.24 -0.79
O2 0.28 -0.91 -0.04
C11 -0.56 0.13 -0.06
O3 -1.57 0.28 0.59
H1 -0.94 4.09 -3.37
H2 -0.22 2.77 -4.26
H3 -1.91 3.17 -4.51
H4 -2.50 2.26 -2.58
H5 -0.16 3.19 -1.53
H6 -1.59 2.55 -0.70
H7 2.79 2.07 -1.59
H8 1.58 2.26 -2.83
H9 3.82 1.30 -3.45
H10 3.41 -0.16 -2.65
H11 2.26 1.07 -5.19
H12 2.73 -1.24 -6.01
H13 3.10 -1.71 -4.36
H14 4.18 -0.60 -5.18
H15 0.63 -0.97 -5.09
H16 0.12 0.47 -4.23
H17 0.83 -0.89 -3.38
N2 -2.99 -2.43 0.01
C12 -3.37 -3.01 -1.16
N3 -4.22 -4.08 -1.03
O4 -2.99 -2.61 -2.25
H18 -3.29 -2.76 0.93
H19 -2.38 -1.64 -0.05
H20 -4.51 -4.53 -1.87
H21 -4.55 -4.40 -0.14
N4 -6.72 -3.10 3.20
C13 -5.49 -3.64 2.96
N5 -4.98 -4.37 3.99
O5 -4.90 -3.47 1.90
H22 -7.21 -3.20 4.07
H23 -7.13 -2.55 2.47
H24 -4.07 -4.78 3.85
H25 -5.46 -4.51 4.86
N6 5.46 -0.02 3.22
C14 4.36 -0.21 2.42
N7 4.52 -1.11 1.42
O6 3.32 0.40 2.61
H26 6.33 -0.51 3.09
H27 5.38 0.64 3.97
H28 3.73 -1.27 0.82
H29 5.37 -1.61 1.25
N8 -8.12 -8.01 5.60
C15 -7.49 -6.85 5.24
N9 -7.26 -6.69 3.91
O7 -7.15 -6.01 6.06
H30 -8.40 -8.71 4.95
H31 -8.30 -8.15 6.58
H32 -6.80 -5.84 3.64
H33 -7.52 -7.36 3.21
N10 5.93 3.77 -1.48
C16 6.32 2.81 -2.36
N11 7.31 3.21 -3.22
O8 5.83 1.69 -2.40
H34 6.34 4.70 -1.46
H35 5.20 3.52 -0.83
H36 7.64 2.54 -3.89
H37 7.70 4.13 -3.19
N12 -6.29 0.43 6.68
C17 -6.12 -0.56 5.75
N13 -5.35 -0.22 4.67
O9 -6.61 -1.67 5.88
H38 -5.89 1.34 6.59
H39 -6.85 0.21 7.48
H40 -5.21 -0.93 3.97
H41 -4.94 0.68 4.55
N14 7.20 8.28 -0.98
C18 7.62 7.36 -1.90
N15 8.62 7.76 -2.73
O10 7.13 6.24 -1.97
H42 7.60 9.20 -0.91
H43 6.47 8.01 -0.36
H44 8.95 7.11 -3.41
H45 9.04 8.67 -2.69


2.
# C18H45N3O10PZn

A structure of composition C18H45N3O10PZn at a distorted geometry (ωB97M-V with the def2-TZVPD basis set, the OMol25 dataset).

For the HOMO-LUMO gap, the calculation gives 4.5 eV. The value obtained for the LUMO energy is 1.19 eV. The total energy comes out at -3749.8549 hartree. The total charge is -1. The calculation puts the HOMO energy at -3.32 eV.

Element x y z (Å)
Zn1 31.31 4.56 6.03
P1 28.90 6.97 5.70
O1 29.77 6.88 6.99
O2 27.97 8.07 6.18
O3 28.58 5.45 5.77
O4 30.21 7.00 4.91
C1 35.89 0.45 6.00
O5 34.56 0.79 5.62
C2 34.02 -0.04 4.57
C3 32.64 0.41 4.08
N1 32.55 1.79 3.53
C4 33.58 2.14 2.59
C5 33.42 1.32 1.29
O6 32.23 1.75 0.62
C6 32.33 2.61 -0.53
H1 36.37 1.32 6.45
H2 36.47 0.22 5.11
H3 35.97 -0.35 6.73
H4 33.97 -1.08 4.88
H5 34.69 -0.14 3.71
H6 31.91 0.31 4.89
H7 32.18 -0.26 3.36
H8 31.69 1.75 3.00
H9 34.59 2.16 2.98
H10 33.44 3.22 2.50
H11 33.44 0.24 1.35
H12 34.27 1.46 0.63
H13 32.50 3.68 -0.40
H14 31.44 2.52 -1.15
H15 33.17 2.37 -1.18
C7 31.66 2.26 8.84
O7 32.57 3.17 8.27
C8 33.66 3.46 9.19
C9 34.58 4.47 8.56
N2 34.71 4.44 7.08
C10 35.45 5.64 6.62
C11 36.96 5.45 6.75
O8 37.29 4.24 6.01
C12 38.75 3.86 6.17
H16 30.89 1.99 8.12
H17 31.16 2.74 9.68
H18 32.08 1.31 9.15
H19 34.21 2.55 9.45
H20 33.46 3.85 10.19
H21 35.57 4.40 9.01
H22 34.18 5.44 8.82
H23 35.26 3.61 6.89
H24 35.05 6.49 7.19
H25 35.19 5.97 5.61
H26 37.25 5.27 7.79
H27 37.56 6.33 6.50
H28 39.38 4.59 5.67
H29 38.79 2.88 5.70
H30 38.89 3.74 7.24
C13 27.13 6.15 -0.23
O9 26.79 4.76 -0.08
C14 26.88 4.34 1.25
C15 26.45 2.88 1.38
N3 26.98 2.26 2.61
C16 26.32 0.92 2.84
C17 24.93 1.04 3.53
O10 24.57 -0.29 3.92
C18 23.23 -0.62 4.25
H31 28.05 6.43 0.28
H32 26.27 6.56 0.29
H33 27.15 6.50 -1.26
H34 26.38 4.96 1.99
H35 27.92 4.47 1.53
H36 26.77 2.41 0.46
H37 25.37 3.00 1.30
H38 26.98 2.90 3.39
H39 26.99 0.48 3.57
H40 26.20 0.25 1.99
H41 24.25 1.48 2.79
H42 25.02 1.73 4.37
H43 22.80 -1.41 3.63
H44 22.42 0.11 4.14
H45 23.21 -0.96 5.28


3.
# C18H46AsF6MgN4O18

A structure of composition C18H46AsF6MgN4O18 at a distorted geometry (ωB97M-V with the def2-TZVPD basis set, the OMol25 dataset).

For the HOMO-LUMO gap (spin up / spin down), the calculation gives 8.2 / 3.6 eV. The spin multiplicity is 2. The value obtained for the LUMO energy (spin up / spin down) is -0.95 / -5.58 eV. The total energy comes out at -5321.3300 hartree. The calculation puts the HOMO energy (spin up / spin down) at -9.15 / -9.15 eV.

Element x y z (Å)
Mg1 0.72 0.75 -2.19
N1 0.43 -0.85 0.52
O1 0.80 -0.26 -0.48
O2 -0.73 -1.24 0.47
O3 1.19 -1.00 1.48
N2 -2.34 0.87 -1.61
O4 -1.24 0.66 -2.14
O5 -3.13 -0.01 -1.53
O6 -2.59 1.99 -1.19
As1 4.30 1.75 -1.86
F1 4.31 1.16 -0.16
F2 2.62 1.07 -2.09
F3 4.29 2.28 -3.49
F4 5.95 2.40 -1.71
F5 4.97 0.12 -2.34
F6 3.55 3.33 -1.47
C1 3.51 1.38 2.52
N3 3.44 1.02 3.97
O7 4.47 0.47 4.41
O8 2.41 1.23 4.58
H1 4.34 2.06 2.34
H2 2.56 1.82 2.19
H3 3.65 0.42 2.03
C2 1.86 -4.11 1.31
N4 2.27 -4.32 -0.13
O9 2.32 -3.37 -0.94
O10 2.54 -5.48 -0.45
H4 2.55 -3.36 1.69
H5 1.94 -5.07 1.82
H6 0.84 -3.73 1.21
C3 -3.87 -1.20 1.67
O11 -4.71 -0.39 0.85
C4 -4.96 0.95 1.41
C5 -5.84 1.76 0.44
O12 -5.54 1.32 -0.86
C6 -5.68 2.41 -1.82
H7 -4.42 -1.47 2.56
H8 -2.96 -0.69 1.99
H9 -3.56 -2.16 1.25
H10 -4.08 1.57 1.55
H11 -5.38 0.87 2.42
H12 -5.47 2.78 0.56
H13 -6.85 1.90 0.82
H14 -4.97 3.17 -1.51
H15 -6.70 2.78 -1.95
H16 -5.45 2.11 -2.85
C7 0.57 2.80 0.08
O13 0.55 2.49 -1.28
C8 0.43 3.62 -2.02
C9 0.31 3.35 -3.52
O14 0.72 1.98 -3.75
C10 0.54 1.57 -5.13
H17 0.73 2.01 0.81
H18 -0.44 3.14 0.32
H19 1.26 3.62 0.26
H20 1.30 4.25 -1.85
H21 -0.42 4.16 -1.59
H22 0.92 4.07 -4.07
H23 -0.72 3.55 -3.82
H24 0.73 0.52 -5.32
H25 1.05 2.15 -5.91
H26 -0.53 1.73 -5.28
C11 -1.23 -2.19 4.22
O15 -0.35 -2.41 5.35
C12 0.45 -1.29 5.68
C13 1.44 -1.57 6.80
O16 0.76 -1.87 8.00
C14 1.71 -2.20 9.09
H27 -2.06 -2.89 4.14
H28 -0.65 -2.11 3.30
H29 -1.71 -1.22 4.33
H30 -0.18 -0.45 5.97
H31 1.01 -0.93 4.81
H32 2.26 -0.86 6.86
H33 1.93 -2.51 6.56
H34 1.05 -2.35 9.94
H35 2.38 -1.41 9.42
H36 2.32 -3.09 8.90
C15 -1.85 -0.79 -6.13
O17 -1.24 -0.95 -4.90
C16 -0.44 -2.16 -4.75
C17 0.39 -1.97 -3.44
O18 1.17 -0.78 -3.32
C18 2.39 -1.02 -4.02
H37 -2.57 -1.60 -6.30
H38 -1.19 -0.71 -6.99
H39 -2.26 0.21 -6.01
H40 0.22 -2.26 -5.61
H41 -1.06 -3.05 -4.66
H42 0.93 -2.89 -3.20
H43 -0.31 -2.00 -2.60
H44 2.17 -1.39 -5.02
H45 3.02 -1.74 -3.49
H46 3.13 -0.24 -4.16


4.
# C18H46N10O6P4

A cluster of 3 separate species, C18H46N10O6P4 in total at a distorted geometry (ωB97M-V with the def2-TZVPD basis set, the OMol25 dataset).

For the HOMO-LUMO gap, the calculation gives 7.3 eV. Its SMILES is N#C[C@H](CC(=O)O)C(C#N)(P(N)O)P(N)O.CN(C)P(=O)(N(C)C)N(C)C.CN(C)P(=O)(N(C)C)N(C)C. The value obtained for the LUMO energy is -0.92 eV. The total energy comes out at -3077.6843 hartree. The calculation puts the HOMO energy at -8.17 eV.

Element x y z (Å)
N1 0.37 3.03 -5.33
C1 0.67 2.26 -4.57
C2 0.99 1.17 -3.51
C3 2.52 1.05 -3.24
C4 3.44 0.84 -4.45
O1 4.53 0.41 -4.24
O2 3.10 1.09 -5.75
C5 0.16 -0.12 -3.83
C6 -0.88 -0.28 -2.72
N2 -1.51 -0.39 -1.80
P1 1.01 -1.80 -3.92
N3 2.17 -1.80 -5.25
O3 1.96 -2.02 -2.53
P2 -0.92 0.07 -5.42
N4 0.10 0.05 -6.80
O4 -1.76 -1.39 -5.48
H1 0.57 1.63 -2.58
H2 2.82 2.04 -2.81
H3 2.78 0.33 -2.43
H4 3.63 0.47 -6.28
H5 2.78 -2.59 -5.03
H6 1.64 -2.02 -6.10
H7 1.39 -2.59 -1.98
H8 -0.01 0.95 -7.26
H9 1.10 0.01 -6.57
H10 -2.63 -1.18 -5.10
C7 1.74 6.21 1.91
N5 2.19 5.11 1.07
C8 2.29 5.59 -0.31
P3 1.70 3.46 1.19
O5 3.03 2.91 0.70
N6 1.92 2.87 2.82
C9 2.83 3.56 3.72
C10 2.22 1.44 2.86
N7 0.04 4.01 1.62
C11 -0.56 3.85 2.93
C12 -0.91 3.52 0.60
H11 0.73 6.56 1.64
H12 2.42 7.06 1.80
H13 1.73 5.96 2.96
H14 1.30 5.78 -0.74
H15 2.78 4.85 -0.94
H16 2.88 6.50 -0.37
H17 3.79 3.80 3.25
H18 3.03 2.95 4.61
H19 2.38 4.48 4.11
H20 3.27 1.22 2.63
H21 1.60 0.89 2.14
H22 1.99 1.03 3.85
H23 -0.67 2.80 3.23
H24 -1.56 4.30 2.93
H25 0.00 4.38 3.70
H26 -1.06 2.43 0.68
H27 -0.54 3.74 -0.41
H28 -1.88 4.02 0.69
C13 -1.06 -3.31 3.82
N8 -1.01 -3.07 2.40
C14 -0.54 -1.70 2.17
P4 -2.16 -3.59 1.22
O6 -1.13 -3.74 0.10
N9 -2.43 -5.31 1.34
C15 -1.45 -6.16 2.01
C16 -2.77 -5.92 0.05
N10 -3.48 -3.32 2.40
C17 -4.26 -4.38 3.02
C18 -4.41 -2.30 1.87
H29 -1.78 -2.66 4.34
H30 -0.08 -3.13 4.27
H31 -1.31 -4.34 4.07
H32 -1.29 -0.96 2.48
H33 -0.32 -1.53 1.11
H34 0.39 -1.51 2.71
H35 -0.42 -5.93 1.69
H36 -1.63 -7.21 1.81
H37 -1.51 -6.06 3.09
H38 -1.89 -6.10 -0.57
H39 -3.46 -5.28 -0.51
H40 -3.28 -6.88 0.21
H41 -4.83 -4.97 2.30
H42 -4.98 -3.94 3.73
H43 -3.64 -5.04 3.61
H44 -5.00 -2.70 1.03
H45 -3.85 -1.43 1.50
H46 -5.09 -1.94 2.64


5.
# C18H46N2O19P4

A cluster of 4 separate species, C18H46N2O19P4 in total at a distorted geometry (ωB97M-V with the def2-TZVPD basis set, the OMol25 dataset).

For the HOMO-LUMO gap, the calculation gives 6.5 eV. Its SMILES is CCCCCCOC(=O)N(CON=O)CP(=O)(O)O.COP(=O)(OC)OC.COP(=O)(OC)OC.COP(=O)(OC)OC. The value obtained for the LUMO energy is -3.26 eV. The total energy comes out at -3617.3552 hartree. The calculation puts the HOMO energy at -9.77 eV.

Element x y z (Å)
C1 2.82 -4.54 -1.27
C2 2.07 -3.64 -2.42
C3 3.03 -2.58 -3.22
C4 3.76 -1.45 -2.28
C5 2.95 -1.04 -0.92
C6 1.71 0.05 -1.18
O1 0.60 -0.62 -1.87
C7 -0.68 0.07 -1.68
O2 -0.73 1.36 -1.24
N1 -1.99 -0.64 -1.92
C8 -2.92 0.12 -2.84
O3 -4.34 -0.19 -2.47
N2 -4.41 -0.60 -1.19
O4 -5.30 -1.42 -1.02
C9 -1.82 -2.00 -2.56
P1 -1.70 -3.44 -1.26
O5 -1.13 -4.70 -2.08
O6 -0.69 -3.03 0.10
O7 -3.35 -3.83 -0.84
H1 2.40 -4.16 -0.22
H2 3.99 -4.41 -1.23
H3 2.49 -5.68 -1.35
H4 1.67 -4.42 -3.23
H5 1.11 -3.18 -1.93
H6 2.48 -2.06 -4.13
H7 3.90 -3.23 -3.71
H8 4.88 -1.73 -2.03
H9 3.82 -0.46 -2.94
H10 2.58 -1.94 -0.26
H11 3.72 -0.45 -0.24
H12 2.12 0.97 -1.79
H13 1.43 0.45 -0.09
H14 -2.83 1.29 -2.79
H15 -2.67 -0.18 -3.96
H16 -2.84 -2.22 -3.14
H17 -0.97 -2.06 -3.37
H18 -1.08 -2.23 0.56
H19 -3.31 -4.71 -0.32
C10 5.51 -1.99 3.77
O8 5.21 -0.94 2.87
P2 4.90 0.60 3.60
O9 4.80 1.20 2.20
O10 6.46 0.66 4.15
C11 7.53 0.73 3.23
O11 4.60 2.13 4.33
C12 5.14 3.31 3.76
H20 4.91 -2.87 3.51
H21 6.57 -2.25 3.68
H22 5.29 -1.71 4.81
H23 7.21 0.62 2.19
H24 8.23 -0.08 3.46
H25 8.05 1.68 3.35
H26 4.54 3.62 2.90
H27 6.18 3.16 3.45
H28 5.11 4.10 4.51
C13 -4.76 3.57 -2.96
O12 -3.69 3.67 -3.88
P3 -3.85 4.91 -5.08
O13 -2.45 4.56 -5.58
O14 -3.78 6.07 -3.90
C14 -2.60 6.23 -3.14
O15 -4.01 6.16 -6.27
C15 -2.89 6.96 -6.60
H29 -5.06 2.52 -2.88
H30 -4.42 3.92 -1.98
H31 -5.63 4.16 -3.28
H32 -1.85 5.46 -3.35
H33 -2.86 6.17 -2.08
H34 -2.17 7.21 -3.34
H35 -2.24 6.42 -7.29
H36 -2.33 7.26 -5.72
H37 -3.26 7.86 -7.11
C16 -3.68 -0.64 7.24
O16 -2.63 -0.77 6.31
P4 -2.48 -2.31 5.54
O17 -1.36 -1.74 4.67
O18 -3.95 -2.10 4.82
C17 -4.13 -1.07 3.87
O19 -2.34 -3.86 4.78
C18 -2.08 -3.93 3.39
H38 -3.29 -0.18 8.15
H39 -4.46 0.00 6.82
H40 -4.11 -1.62 7.50
H41 -3.26 -0.41 3.78
H42 -4.99 -0.46 4.17
H43 -4.35 -1.51 2.90
H44 -1.02 -3.77 3.19
H45 -2.68 -3.21 2.82
H46 -2.34 -4.94 3.05